(1)
A molecular structure, C4H11NO2 at a distorted geometry. Source: the Open Molecules 2025 dataset; level of theory: ωB97M-V with the def2-TZVPD basis set.

## Properties
- net charge = 0
- Kohn-Sham gap (eV) = 9.96

Structure (XYZ):
```
18
Properties=species:S:1:pos:R:3:forces:R:3:mulliken_charge:R:1
C -0.00407 0.10379 -0.14487 -0.5381 0.4446 -1.0012 -0.67
C -0.63338 0.97230 -1.25347 0.6027 -0.0805 -0.2090 -0.21
C 0.46077 1.41826 -2.23460 -0.0371 -0.0673 -0.5054 -1.25
N -0.99183 -0.21438 0.93417 0.0521 0.2928 -1.2782 -0.41
H 0.40159 -0.81175 -0.61970 -0.3737 0.3051 0.5353 0.26
H 0.85629 0.58411 0.35521 -0.5518 -0.2100 -0.3671 0.35
H -1.07253 1.89467 -0.88303 -0.2374 -0.0294 0.5241 0.34
H -1.44345 0.40234 -1.75271 0.4284 0.2812 0.1312 0.30
H 1.35613 1.74884 -1.68489 -0.2774 -0.1222 -0.2330 0.33
H 0.73800 0.62209 -2.93103 0.1797 -0.1017 0.2713 0.32
H 0.14157 2.23935 -2.89051 -0.0597 -0.0731 0.3484 0.36
H -0.93767 0.58805 1.55438 -0.3907 -0.3726 0.3365 0.31
H -1.98307 -0.35361 0.63497 1.2513 0.2810 0.0373 0.30
H -0.54892 -1.26527 1.46324 -1.1724 0.0588 1.4854 0.42
O 1.65309 -1.18651 1.69317 -1.2883 -1.0816 0.9228 -0.60
C 0.93731 -1.96849 2.35587 2.2018 0.0286 0.1877 0.11
O -0.32980 -2.09528 2.34429 -0.1383 0.3728 -1.2678 -0.60
H 1.39999 -2.67851 3.05950 0.3491 0.0736 0.0817 0.37
```
Positions in Å, forces in eV/Å.

***

(2)
2 unconnected molecules or ions with the total composition C4H11NO2. Source: the Open Molecules 2025 dataset; level of theory: ωB97M-V with the def2-TZVPD basis set.

## Properties
- net charge = 0
- Kohn-Sham gap (eV) = 9.86
- structure (SMILES) = CCC(=O)NC.O

Structure (XYZ):
```
18
Properties=species:S:1:pos:R:3:forces:R:3:mulliken_charge:R:1
C -0.23381 -1.40807 1.19357 0.1541 -0.3200 0.6771 -0.32
C -0.01418 -0.06712 1.88938 0.2913 0.2068 -0.5604 -1.13
C -0.12185 -1.39022 -0.30734 -0.1420 0.1893 -0.3526 0.49
N -0.63438 -0.29689 -0.94833 0.1888 -0.0965 -0.0461 -0.19
C -0.43593 -0.18039 -2.37981 -0.0382 -0.2920 -0.1089 -0.89
O 0.38713 -2.30559 -0.93082 -0.1580 -0.0919 0.0568 -0.64
H -1.17184 -1.85747 1.53647 -0.2028 0.2014 -0.4564 0.27
H 0.50250 -2.14836 1.51805 0.1477 0.2379 0.0061 0.27
H -0.16168 -0.17242 2.95504 0.0876 0.0468 0.2786 0.37
H 0.99498 0.30590 1.67222 -0.1488 -0.1197 0.2557 0.31
H -0.68517 0.72188 1.53256 -0.1299 -0.2319 0.1410 0.28
H -0.69428 0.56888 -0.44122 -0.0496 -0.0369 0.1059 0.25
H -1.06674 -0.89196 -2.92004 0.0320 0.0893 0.1058 0.26
H 0.59546 -0.40159 -2.65640 0.0491 0.0637 0.0107 0.28
H -0.69672 0.82417 -2.68664 -0.0354 0.1665 -0.0678 0.37
H 1.69493 2.95718 -0.26420 -0.2254 0.0458 0.3638 0.30
H 0.85206 3.07814 1.05422 0.2586 0.0317 -0.2791 0.31
O 0.88953 2.66395 0.18328 -0.0788 -0.0904 -0.1304 -0.60
```
Positions in Å, forces in eV/Å.

***

(3)
2 unconnected molecules or ions with the total composition C4H11NO2 at a distorted geometry. Source: the Open Molecules 2025 dataset; level of theory: ωB97M-V with the def2-TZVPD basis set.

## Properties
- net charge = 0
- Kohn-Sham gap (eV) = 10.19
- structure (SMILES) = CC(=O)N(C)C.O

Structure (XYZ):
```
18
Properties=species:S:1:pos:R:3:forces:R:3:mulliken_charge:R:1
C 0.70077 -0.85817 -1.91962 -0.7860 0.7806 -0.3853 -1.16
C -0.08261 -0.66137 -0.63928 1.0723 -0.8984 0.5797 0.74
N 0.40624 0.37119 0.10997 0.2166 0.7759 -0.2921 0.09
C 0.06496 0.54410 1.50600 -1.1058 -0.4797 0.1341 -0.96
C 1.12867 1.52670 -0.48790 -0.1225 -0.8383 1.3333 -1.04
O -0.91485 -1.47968 -0.25330 0.4477 0.6737 -0.2906 -0.65
H 0.66940 0.08817 -2.45697 0.2032 -0.0650 -0.3068 0.34
H 0.19909 -1.58924 -2.53376 0.0980 -0.3835 -0.0504 0.33
H 1.75056 -1.09090 -1.73509 -0.1831 -0.1426 0.1154 0.28
H -0.30705 1.54985 1.67214 -0.0864 0.2277 0.0473 0.36
H -0.76369 -0.13713 1.69712 0.1752 0.0094 0.3732 0.34
H 0.85444 0.36480 2.24864 0.1857 -0.1292 -0.5618 0.25
H 2.21396 1.30706 -0.53431 -0.5661 0.3932 -0.3654 0.25
H 0.93754 2.29913 0.25901 0.4913 0.2742 -0.3319 0.38
H 0.66940 1.86751 -1.41023 0.3045 -0.1711 -0.2163 0.42
H -2.05602 -2.01552 1.39814 0.0096 0.3155 -0.4007 0.37
H -2.83648 -0.68978 1.22630 0.2200 -0.5128 -0.0408 0.32
O -2.63432 -1.39674 1.85313 -0.5742 0.1704 0.6591 -0.67
```
Positions in Å, forces in eV/Å.

***

(4)
2 unconnected molecules or ions with the total composition C4H11NO2 at a distorted geometry. Source: the Open Molecules 2025 dataset; level of theory: ωB97M-V with the def2-TZVPD basis set.

## Properties
- net charge = 0
- Kohn-Sham gap (eV) = 10.17
- structure (SMILES) = CNCCC=O.O

Structure (XYZ):
```
18
Properties=species:S:1:pos:R:3:forces:R:3:mulliken_charge:R:1
C -0.99532 -2.22229 1.00821 0.8278 -0.9666 1.3745 -0.81
N 0.04251 -1.70649 0.03787 -2.7579 3.6503 1.3321 -0.43
C -0.41385 -0.28344 -0.43923 0.2425 -1.4135 1.0482 0.03
C 0.50200 0.17805 -1.57941 1.6750 -0.3758 0.4299 -0.45
C 0.55286 1.70497 -1.53808 0.6941 -0.7740 0.2455 -0.15
O -0.40715 2.33954 -1.21624 -0.7987 0.4654 0.1868 -0.45
H -0.30474 -2.94751 1.51354 -1.4159 0.1435 0.2768 0.32
H -1.94917 -2.77604 0.67707 1.4884 0.9312 -0.2449 0.25
H -1.36023 -1.48178 1.81135 0.9663 -0.7335 -1.4764 0.28
H 0.05167 -2.33479 -0.71543 -0.0225 -0.8000 -1.4575 0.23
H -0.22897 0.44406 0.42837 -0.3332 -1.3192 -1.0235 -0.07
H -1.53275 -0.27080 -0.63425 1.3780 0.0892 -0.1186 0.27
H 1.53006 -0.40426 -1.51890 -1.7830 1.6253 0.2237 0.28
H 0.19196 -0.02990 -2.59182 -0.6429 -0.3978 -0.3766 0.32
H 1.47488 2.25407 -1.74527 0.5137 -0.1447 -0.3911 0.39
H 1.35126 3.00117 1.72032 0.2084 0.6118 -0.7817 0.31
H 0.31338 2.05970 2.29534 0.8153 0.3935 0.2513 0.31
O 1.18161 2.47573 2.48657 -1.0553 -0.9853 0.5016 -0.63
```
Positions in Å, forces in eV/Å.

***

(5)
2 unconnected molecules or ions with the total composition C4H11NO2 at a distorted geometry. Source: the Open Molecules 2025 dataset; level of theory: ωB97M-V with the def2-TZVPD basis set.

## Properties
- net charge = 0
- Kohn-Sham gap (eV) = 10.84
- structure (SMILES) = CCC(N)=O.CO

Structure (XYZ):
```
18
Properties=species:S:1:pos:R:3:forces:R:3:mulliken_charge:R:1
C -2.06492 1.05647 -1.46798 0.2659 0.3845 -1.0385 -0.29
O -1.13461 2.07746 -1.87509 -0.1028 -0.5849 0.7491 -0.52
H -0.27837 1.76109 -1.55705 -0.0002 0.2817 -0.2399 0.30
H -1.85401 0.64725 -0.48950 0.0268 0.1120 0.3193 -0.03
H -2.00858 0.24642 -2.19918 -0.2270 -0.1741 0.0764 0.23
H -3.06334 1.48919 -1.49267 0.0342 -0.0157 0.0742 0.29
C -0.23397 -0.69723 1.18140 -1.1371 -1.8373 0.6586 -0.41
C 0.06913 -1.61386 2.38939 0.3980 -0.3569 -0.1717 -1.27
C 0.96967 -0.33860 0.36781 -0.2389 0.5510 -0.7865 0.54
O 1.84402 0.41523 0.72288 0.1407 0.0161 0.3596 -0.61
N 0.97499 -0.87243 -0.91503 0.1486 -0.0180 0.5751 -0.40
H -0.93996 -1.28777 0.58826 0.2263 0.0163 -0.3807 0.30
H -0.90881 0.07087 1.53743 0.7516 0.9967 -0.0761 0.37
H 1.00142 -1.40732 2.91293 0.0284 0.2111 -0.1729 0.33
H 1.88795 -0.86146 -1.34117 0.0284 0.0505 -0.1683 0.25
H 0.44175 -1.71061 -1.06199 -0.0967 -0.0729 -0.1169 0.23
H 0.04535 -2.68003 2.14194 0.3298 0.1631 -0.3140 0.31
H -0.72407 -1.52233 3.09611 -0.5759 0.2768 0.6531 0.38
```
Positions in Å, forces in eV/Å.

***

(6)
2 unconnected molecules or ions with the total composition C4H11NO2 at a distorted geometry. Source: the Open Molecules 2025 dataset; level of theory: ωB97M-V with the def2-TZVPD basis set.

## Properties
- net charge = 0
- Kohn-Sham gap (eV) = 10.52
- structure (SMILES) = CC(N)=O.CCO

Structure (XYZ):
```
18
Properties=species:S:1:pos:R:3:forces:R:3:mulliken_charge:R:1
C -0.93023 0.76890 0.84992 -0.2882 1.5709 -0.3118 -0.07
C -2.16400 1.59802 0.46839 -0.5929 -1.2423 -0.1714 -1.09
O 0.22687 1.55292 0.52012 -0.0430 -0.2374 0.1070 -0.53
H -0.92653 0.53924 1.90123 0.0481 -0.2391 0.5505 0.28
H -0.90658 -0.15531 0.28200 0.2207 -0.0465 -0.0468 0.21
H -2.35644 1.43736 -0.59321 0.1705 0.5636 -0.1282 0.27
H 0.11281 2.41533 0.94569 0.1235 -0.3396 -0.1389 0.29
H -2.05774 2.65244 0.71252 0.0745 0.0270 -0.0627 0.32
H -3.08177 1.22663 0.93888 0.1869 0.0506 0.2542 0.32
C 1.43518 -0.53910 -1.45547 1.3045 -0.5399 0.7552 -0.97
C 1.62710 -1.28566 -0.14317 -1.0199 -1.3237 -0.6927 0.64
O 2.41937 -0.98397 0.71551 0.0643 0.4736 0.0375 -0.61
N 0.86653 -2.42993 -0.01933 0.2247 0.4037 0.3422 -0.39
H 2.44450 -0.58448 -1.81770 0.7278 0.5080 -0.4507 0.33
H 1.21579 0.47307 -1.17579 -0.3789 0.5212 -0.3468 0.24
H 0.94951 -2.90928 0.85965 -0.0417 -0.2416 -0.0445 0.21
H 0.25336 -2.77943 -0.73018 -0.0340 0.1157 -0.0153 0.20
H 0.87228 -0.99675 -2.25904 -0.7470 -0.0243 0.3632 0.35
```
Positions in Å, forces in eV/Å.

***

(7)
2 unconnected molecules or ions with the total composition C4H11NO2 at a distorted geometry. Source: the Open Molecules 2025 dataset; level of theory: ωB97M-V with the def2-TZVPD basis set.

## Properties
- net charge = 0
- Kohn-Sham gap (eV) = 10.83
- structure (SMILES) = CC(C)NC=O.O

Structure (XYZ):
```
18
Properties=species:S:1:pos:R:3:forces:R:3:mulliken_charge:R:1
C -0.20748 -1.41878 -0.93965 -2.1154 -0.9175 1.6946 0.08
N -0.86998 -0.28382 -1.31700 0.2688 1.5541 1.1410 -0.26
C 0.68433 1.60519 -0.66714 0.2448 0.7314 2.9559 -1.28
C -0.74811 1.02268 -0.50920 0.1189 0.2017 -2.1103 0.42
C -1.43083 0.90199 0.86802 -0.7758 -0.9426 -0.8270 -1.20
O 0.46199 -1.50997 0.10790 -0.5013 -0.1530 -2.8772 -0.58
H -0.68524 -2.30059 -1.60060 1.7765 1.1823 1.3348 0.27
H -1.81991 -0.41194 -1.66235 0.6237 -0.2409 -0.3381 0.30
H 1.31647 1.08983 0.08749 -0.0345 0.3788 -0.4875 0.27
H 0.64994 2.73406 -0.32195 0.1635 -2.1664 -0.9985 0.32
H 1.17022 1.45404 -1.63671 -0.6047 0.2452 0.0711 0.36
H -1.27281 1.78610 -1.13585 -0.4952 -0.9631 0.5330 0.26
H -2.44039 0.45641 0.70513 0.5051 0.3999 -0.0854 0.33
H -0.98524 0.21405 1.56935 0.7084 -0.1370 -0.0172 0.26
H -1.61083 1.82617 1.37715 0.1804 0.7864 0.0598 0.40
H 2.23631 -2.30107 1.05205 -3.0575 0.6669 -2.5491 0.37
H 2.58815 -2.42395 2.45224 0.1672 -0.0370 0.3016 0.29
O 2.96340 -2.44040 1.57113 2.8269 -0.5891 2.1986 -0.62
```
Positions in Å, forces in eV/Å.

***

(8)
A single C4H11NO2 molecule at a distorted geometry. Source: the Open Molecules 2025 dataset; level of theory: ωB97M-V with the def2-TZVPD basis set.

## Properties
- net charge = 0
- Kohn-Sham gap (eV) = 10.88
- structure (SMILES) = C[C@@H](O)[C@@](C)(N)O

Structure (XYZ):
```
18
Properties=species:S:1:pos:R:3:forces:R:3:mulliken_charge:R:1
C -0.22008 -0.36487 0.44853 0.4797 -0.5494 0.7205 0.70
C 0.62713 0.69103 -0.31881 0.0196 -0.1455 -0.1385 0.33
C -1.07564 0.25471 1.55224 0.0413 0.2441 0.0845 -1.50
C 1.18011 0.22797 -1.66489 0.0088 -0.1658 -0.0604 -1.47
N -1.06247 -1.16126 -0.40320 0.4103 -0.1872 -0.1326 -0.68
O 0.75631 -1.29258 1.06248 -0.3209 0.5509 0.0128 -0.58
O -0.08495 1.91237 -0.52190 -0.2592 -0.3830 0.1291 -0.58
H 1.18661 -0.85649 1.81891 -0.2532 -0.1408 -0.4127 0.34
H -0.89905 1.67195 -1.00116 0.4158 0.1765 0.1807 0.36
H 1.48938 0.87182 0.35357 -0.5352 0.4261 -0.3013 0.31
H -0.45327 -1.73204 -0.98844 -0.1395 0.1961 -0.1308 0.29
H -1.54248 -1.84352 0.18221 -0.0914 0.2588 -0.0556 0.33
H -1.54242 -0.51938 2.17198 0.1299 -0.0433 -0.2533 0.43
H -1.86820 0.89141 1.14291 0.2556 -0.1394 0.0563 0.31
H -0.45816 0.86600 2.21770 -0.0480 0.0363 -0.1278 0.35
H 1.86848 0.98078 -2.06285 -0.0878 -0.0940 0.2060 0.37
H 1.71905 -0.71956 -1.58255 -0.0449 0.0423 0.0207 0.32
H 0.37966 0.12166 -2.40672 0.0189 -0.0826 0.2024 0.36
```
Positions in Å, forces in eV/Å.

***

no.,E_LUMO (eV),HOMO level (Eh)
1,0.6,-0.34235
2,0.5,-0.34493
3,0.7,-0.34965
4,0.8,-0.34423
5,0.7,-0.37421
6,0.9,-0.35491
7,0.7,-0.37245
8,0.8,-0.36857